(1)
Here is one molecule with the formula C13H14BrN3O2 from OMol25. Energies are from the ωB97M-V functional and the def2-TZVPD basis.

Each line ends with the Mulliken charge.
Atoms and positions in Å:
C (-1.776, 2.845, -2.478)  -1.387
C (-1.176, 1.546, -2.990)  -0.363
O (-0.669, 0.837, -1.876)  -0.271
C (-0.072, -0.376, -2.077)  0.682
C (0.087, -0.991, -3.307)  -0.509
C (0.712, -2.228, -3.393)  -0.738
C (1.179, -2.854, -2.256)  -0.773
C (1.027, -2.252, -1.017)  -0.488
C (0.405, -1.017, -0.914)  0.245
N (0.207, -0.334, 0.290)  0.276
C (0.562, -0.717, 1.540)  1.149
O (1.136, -1.760, 1.807)  -0.722
C (0.201, 0.243, 2.608)  0.014
C (-0.449, 1.481, 2.641)  0.105
Br (-1.185, 2.509, 1.243)  -0.265
C (-0.471, 1.865, 3.983)  -0.509
N (0.117, 0.944, 4.721)  -1.256
N (0.513, -0.014, 3.906)  0.894
C (1.190, -1.151, 4.459)  -0.683
H (-2.573, 2.635, -1.771)  0.282
H (-1.016, 3.433, -1.971)  0.291
H (-2.176, 3.417, -3.310)  0.437
H (-0.364, 1.755, -3.700)  0.398
H (-1.944, 0.945, -3.497)  0.398
H (-0.271, -0.518, -4.207)  0.367
H (0.828, -2.693, -4.360)  0.384
H (1.664, -3.815, -2.323)  0.387
H (1.388, -2.734, -0.125)  0.497
H (-0.267, 0.550, 0.151)  -0.123
H (-0.882, 2.754, 4.416)  0.456
H (1.252, -0.990, 5.534)  0.282
H (0.639, -2.066, 4.243)  0.273
H (2.187, -1.249, 4.031)  0.274

Computed properties:
E_HOMO (eV): -8.24
ΔE to the lowest compared entry with this formula, charge and spin (eV): 0.000
HOMO-LUMO gap (eV): 8.9
Total charge: 0
Spin multiplicity: 1

(2)
Here is one molecule with the formula C3H4N4O from OMol25. Energies are from the ωB97M-V functional and the def2-TZVPD basis.

Each line ends with the Mulliken charge.
Atoms and positions in Å:
O (2.058, 0.927, -0.686)  -0.593
C (2.139, -0.248, -0.048)  0.106
N (1.148, -0.568, 0.620)  -0.515
N (-0.098, -0.113, 0.221)  0.699
C (-0.807, 1.052, 0.490)  0.083
C (-2.087, 0.733, -0.057)  -0.437
N (-1.962, -0.546, -0.506)  -0.399
N (-0.857, -1.206, -0.221)  -0.399
H (3.024, -0.752, 0.201)  0.367
H (0.892, -1.793, 0.754)  0.436
H (-0.407, 1.820, 1.323)  0.284
H (-3.063, 1.121, 0.093)  0.370

Computed properties:
E_HOMO (eV): -9.97
ΔE to the lowest compared entry with this formula, charge and spin (eV): 5.711
HOMO-LUMO gap (eV): 10.0
Total charge: 0
Spin multiplicity: 1

(3)
Here is one molecule with the formula C5H8N4O4 from OMol25. Energies are from the ωB97M-V functional and the def2-TZVPD basis.

Each line ends with the Mulliken charge.
Atoms and positions in Å:
O (-2.382, -1.499, 1.625)  -0.502
C (-1.475, -1.564, 0.848)  0.307
O (-0.269, -2.232, 1.170)  -0.518
C (-1.406, -0.785, -0.487)  0.341
C (-1.679, 0.720, -0.174)  -0.769
C (-0.659, 1.208, 0.731)  -0.615
N (0.659, 1.041, 0.161)  -0.126
C (0.937, 0.070, -0.674)  0.443
N (2.169, -0.308, -0.934)  -0.596
N (3.105, 0.448, -0.440)  0.875
O (3.489, 0.268, 0.745)  -0.551
O (3.601, 1.323, -1.200)  -0.552
N (0.006, -0.819, -1.112)  -0.527
H (0.328, -2.053, 0.445)  0.353
H (-2.224, -1.137, -1.143)  0.337
H (-1.607, 1.342, -1.110)  0.325
H (-2.675, 0.853, 0.307)  0.380
H (-0.771, 0.739, 1.708)  0.322
H (-0.895, 2.296, 0.941)  0.338
H (1.331, 1.805, -0.119)  0.327
H (0.413, -1.715, -1.289)  0.410

Computed properties:
E_HOMO (eV): -9.61
ΔE to the lowest compared entry with this formula, charge and spin (eV): 0.484
HOMO-LUMO gap (eV): 9.8
Total charge: 0
Spin multiplicity: 1

(4)
Here is a 2-piece molecular cluster, C14H11F4O5 overall from OMol25. Energies are from the ωB97M-V functional and the def2-TZVPD basis.

Each line ends with the Mulliken charge.
Atoms and positions in Å:
F (0.690, 2.643, 2.419)  -0.315
C (-0.056, 2.301, 1.349)  0.096
C (0.256, 2.759, 0.115)  0.328
F (1.365, 3.492, -0.089)  -0.306
C (-0.612, 2.552, -1.042)  0.334
O (-0.298, 2.899, -2.188)  -0.583
C (-1.887, 1.907, -0.730)  0.391
F (-2.783, 1.844, -1.731)  -0.299
C (-2.184, 1.440, 0.505)  0.106
F (-3.406, 0.944, 0.779)  -0.300
C (-1.281, 1.564, 1.649)  0.976
O (-1.611, 1.247, 2.799)  -0.493
C (3.679, 0.456, 3.980)  -1.282
C (2.230, 0.405, 4.373)  -0.194
O (1.497, -0.216, 3.306)  -0.214
C (0.216, -0.518, 3.654)  0.518
C (-0.440, -1.136, 2.493)  0.492
C (-1.773, -1.733, 2.623)  0.114
O (-2.623, -1.538, 3.461)  -0.733
C (-1.933, -2.733, 1.448)  -0.514
C (-0.625, -2.668, 0.657)  -0.660
C (0.386, -1.862, 1.506)  -0.692
O (-0.236, -0.352, 4.766)  -0.724
H (4.228, 1.040, 4.716)  0.399
H (4.108, -0.548, 3.960)  0.300
H (3.811, 0.916, 3.001)  0.295
H (2.090, -0.159, 5.305)  0.323
H (1.817, 1.413, 4.507)  0.235
H (-2.118, -3.737, 1.860)  0.280
H (-2.803, -2.460, 0.835)  0.190
H (-0.240, -3.667, 0.417)  0.374
H (-0.797, -2.131, -0.284)  0.218
H (1.029, -1.206, 0.893)  0.105
H (1.044, -2.564, 2.059)  0.234

Computed properties:
E_HOMO (eV): -3.08
HOMO-LUMO gap (eV): 3.4
Total charge: -1
Spin multiplicity: 1

no.,LUMO (eV),DFT total energy (eV)
1,0.65,-92315.970
2,0.06,-11178.258
3,0.23,-19461.108
4,0.28,-35802.436